1.
Density functional theory data (ωB97M-V with the def2-TZVPD basis set) for C5H12O in the gas phase.

- SMILES string: CCCCCO
- Relative energy (zero: lowest compared OMol25 entry of this formula, charge and spin): 0.787 eV

```
! RIJCOSX wB97M-V def2-TZVPD def2/J DEFGRID3
* xyz 0 1
H -1.635 -0.277 0.776
H -0.549 -1.192 1.774
H 0.161 0.992 2.890
H 0.756 -1.830 -0.622
H 0.127 1.239 -0.090
H -0.702 -1.082 -1.174
C 0.361 0.189 0.237
H -1.586 0.594 3.157
H 2.101 -0.219 -1.967
H 1.391 0.252 0.665
H -1.153 1.840 1.973
C -0.847 0.867 2.402
O 0.473 0.732 -2.723
H -0.594 0.629 -2.653
H 0.977 -1.289 -2.885
C 0.350 -0.847 -0.901
C 1.053 -0.415 -2.151
C -0.685 -0.180 1.293
*
```

Atomic partial charges in e from the natural (NBO) method, atoms 1 to 2: atom 1 (H): 0.19, atom 2 (H): 0.20

2.
Density functional theory data (ωB97M-V with the def2-TZVPD basis set) for 2 unconnected molecules or ions with the total composition C5H12O.

- SMILES string: C=C(C)CC.O
- Relative energy (zero: lowest compared OMol25 entry of this formula, charge and spin): 1.813 eV

```
! RIJCOSX wB97M-V def2-TZVPD def2/J DEFGRID3
* xyz 0 1
C 2.178 -0.394 -0.311
H 3.026 -0.963 0.016
H 1.001 0.316 1.159
H 0.352 -0.416 -2.016
H -1.472 -1.650 1.689
H 1.828 -0.715 -1.270
H 2.688 0.567 -0.406
H -2.479 -0.987 0.541
C 0.955 -0.641 0.638
H -0.219 2.562 -0.796
O -0.838 2.529 -0.088
H -0.518 1.929 0.563
C -1.470 -0.825 1.024
H -1.496 0.116 1.509
H 1.184 -1.574 1.184
C -0.547 -0.589 -1.327
H -1.486 -0.564 -1.791
C -0.420 -0.678 0.000
*
```

Atomic partial charges in e from the natural (NBO) method, atoms 1 to 2: atom 1 (C): -0.62, atom 2 (H): 0.21

3.
Density functional theory data (ωB97M-V with the def2-TZVPD basis set) for a molecular structure, C5H12O.

- Relative energy (zero: lowest compared OMol25 entry of this formula, charge and spin): 5.001 eV

```
! RIJCOSX wB97M-V def2-TZVPD def2/J DEFGRID3
* xyz 0 1
C -0.726 0.557 1.398
H -0.076 1.438 1.415
H 2.531 0.120 -1.120
H 0.763 0.859 -0.902
C 2.015 0.978 -0.718
H -0.095 -0.407 -1.909
H -0.637 0.049 2.363
H -2.239 -1.306 0.028
H -0.851 -2.306 -0.543
C -0.247 -0.405 0.293
C -0.396 0.230 -1.074
C -1.215 -1.627 0.231
H -1.183 -2.148 1.195
H 2.082 1.858 -1.355
O 0.991 -0.855 0.447
H -1.230 0.900 -1.325
H -1.767 0.886 1.268
H 2.279 1.178 0.308
*
```

Atomic partial charges in e from the natural (NBO) method, atoms 1 to 2: atom 1 (C): -0.63, atom 2 (H): 0.21

4.
Density functional theory data (ωB97M-V with the def2-TZVPD basis set) for C5H12O in the gas phase.

- SMILES string: CC(C)CCO
- Relative energy (zero: lowest compared OMol25 entry of this formula, charge and spin): 0.297 eV

```
! RIJCOSX wB97M-V def2-TZVPD def2/J DEFGRID3
* xyz 0 1
H -1.994 0.520 -1.998
C 1.814 0.348 -0.523
H -2.540 -1.391 -0.320
H -1.330 -1.854 0.889
O 2.962 0.086 0.265
C -1.189 0.829 -1.321
H 1.803 1.396 -0.861
H -0.289 -1.117 -1.263
H 0.326 0.881 0.961
H -2.160 -0.293 1.018
H 0.850 -0.802 0.974
H 1.810 -0.285 -1.426
H -0.416 1.318 -1.926
H -1.599 1.580 -0.633
C -1.728 -1.012 0.311
C 0.578 0.030 0.312
C -0.635 -0.364 -0.538
H 3.737 0.191 -0.298
*
```

Atomic partial charges in e from the natural (NBO) method, atoms 1 to 2: atom 1 (H): 0.21, atom 2 (C): -0.06

5.
Density functional theory data (ωB97M-V with the def2-TZVPD basis set) for 2 unconnected molecules or ions with the total composition C5H12O.

- Relative energy (zero: lowest compared OMol25 entry of this formula, charge and spin): 3.963 eV

```
! RIJCOSX wB97M-V def2-TZVPD def2/J DEFGRID3
* xyz 0 1
H 0.892 0.466 -0.823
C 1.003 -0.615 -0.657
H 0.511 -1.107 -1.506
H -3.632 -0.018 -0.481
C -1.448 1.916 0.949
O -2.461 1.177 0.631
H -0.647 2.062 0.232
H 0.725 -0.477 1.498
C 0.297 -1.006 0.639
H 2.981 -0.676 -1.579
H 2.625 -2.057 -0.527
H 0.398 -2.082 0.825
H -0.774 -0.773 0.596
C 2.487 -0.976 -0.649
H -1.994 0.584 -1.285
H -1.484 2.349 1.936
H 3.006 -0.482 0.182
C -2.693 0.513 -0.459
*
```

Atomic partial charges in e from the natural (NBO) method, atoms 1 to 2: atom 1 (H): 0.19, atom 2 (C): -0.40

6.
Density functional theory data (ωB97M-V with the def2-TZVPD basis set) for 2 unconnected molecules or ions with the total composition C5H12O.

- Relative energy (zero: lowest compared OMol25 entry of this formula, charge and spin): 3.419 eV

```
! RIJCOSX wB97M-V def2-TZVPD def2/J DEFGRID3
* xyz 0 1
C -1.201 1.234 -1.496
H -0.516 0.818 -2.239
H -0.769 0.690 1.395
C 1.982 -0.231 -0.363
H -1.631 -2.615 0.000
H 2.869 -0.377 0.270
H 0.300 -0.176 2.495
C 0.281 0.384 1.547
H -1.616 0.417 -0.892
O -0.055 -1.380 -0.016
H -1.496 -1.441 1.473
C -1.260 -1.705 0.449
H 0.906 1.274 1.654
H 2.037 -0.938 -1.195
C 0.718 -0.439 0.399
H 2.041 0.788 -0.770
H -2.015 1.757 -2.004
H -0.662 1.938 -0.856
*
```

Atomic partial charges in e from the natural (NBO) method, atoms 1 to 2: atom 1 (C): -0.87, atom 2 (H): 0.21

7.
Density functional theory data (ωB97M-V with the def2-TZVPD basis set) for C5H12O2 in the gas phase.

- SMILES string: COC[C@@H](C)CO
- Relative energy (zero: lowest compared OMol25 entry of this formula, charge and spin): 1.780 eV

```
! RIJCOSX wB97M-V def2-TZVPD def2/J DEFGRID3
* xyz 0 1
H 2.212 1.916 0.228
H -0.432 -3.084 -1.132
H 1.194 -0.136 -0.059
H -0.221 1.308 2.240
H 1.242 2.017 -1.232
H -0.608 -1.955 -2.469
H 1.371 0.520 2.204
H 0.714 2.874 0.238
H -2.035 -2.363 -1.431
C -0.778 0.176 -0.516
O -0.287 -0.740 2.151
C -0.955 -2.176 -1.450
H -1.729 0.424 -0.008
C 1.177 1.953 -0.138
C 0.492 0.635 0.259
C 0.349 0.477 1.788
O -0.543 -1.220 -0.513
H -0.802 0.655 -1.509
H -0.360 -1.282 1.348
*
```

Atomic partial charges in e from the natural (NBO) method, atoms 1 to 2: atom 1 (H): 0.21, atom 2 (H): 0.19

8.
Density functional theory data (ωB97M-V with the def2-TZVPD basis set) for C5H12O2 in the gas phase.

- SMILES string: CC[C@@H](O)[C@@H](C)O
- Relative energy (zero: lowest compared OMol25 entry of this formula, charge and spin): 0.744 eV

```
! RIJCOSX wB97M-V def2-TZVPD def2/J DEFGRID3
* xyz 0 1
H -3.254 0.091 -1.387
H -1.708 0.852 0.461
O 1.544 1.262 1.063
O 0.466 1.188 -1.187
H 1.753 1.410 1.990
H 0.666 1.893 -0.553
H 1.298 -2.106 0.983
C -2.169 0.133 -1.529
H -1.915 1.074 -2.024
H 0.379 -0.809 -1.017
H -1.682 -0.906 0.315
H 2.452 -1.126 1.905
C 0.094 0.067 -0.417
H 2.517 -1.135 0.128
C 1.846 -1.156 0.992
C 0.871 0.012 0.933
C -1.420 0.026 -0.206
H 0.144 -0.089 1.754
H -1.882 -0.681 -2.205
*
```

Atomic partial charges in e from the natural (NBO) method, atoms 1 to 2: atom 1 (H): 0.21, atom 2 (H): 0.19

9.
Density functional theory data (ωB97M-V with the def2-TZVPD basis set) for 2 unconnected molecules or ions with the total composition C5H12O2.

- SMILES string: C=C[C@H](O)CC.O
- Relative energy (zero: lowest compared OMol25 entry of this formula, charge and spin): 1.119 eV

```
! RIJCOSX wB97M-V def2-TZVPD def2/J DEFGRID3
* xyz 0 1
H 0.984 -0.169 1.182
C 0.049 0.721 -0.266
C 0.578 -0.169 -1.374
H -2.110 2.400 0.431
H 0.050 1.751 -0.654
H -3.038 1.174 1.309
H 2.081 -2.583 1.116
H -0.134 -0.459 -2.147
H -1.381 -0.585 0.667
H -1.991 0.216 -0.780
O 1.189 -2.217 1.056
H 1.067 -2.079 0.105
C -2.030 1.459 0.989
C 1.844 -0.574 -1.447
H 2.208 -1.197 -2.259
H 2.556 -0.264 -0.685
H -1.423 1.648 1.879
C -1.392 0.372 0.127
O 0.907 0.748 0.855
*
```

Atomic partial charges in e from the natural (NBO) method, atoms 1 to 2: atom 1 (H): 0.49, atom 2 (C): 0.05

10.
Density functional theory data (ωB97M-V with the def2-TZVPD basis set) for C5H12O2 in the gas phase.

- Relative energy (zero: lowest compared OMol25 entry of this formula, charge and spin): 4.950 eV

```
! RIJCOSX wB97M-V def2-TZVPD def2/J DEFGRID3
* xyz 0 1
H -2.459 0.018 1.155
O -0.381 -0.114 1.119
C -0.139 0.646 -0.067
H -1.777 -1.401 0.284
H -1.705 -1.307 2.074
H 2.015 0.921 0.219
C 0.713 -1.877 -1.385
C 1.321 0.356 -0.415
H -0.765 0.252 -0.874
H 0.249 2.482 0.995
H 1.523 -1.774 -2.134
H -1.428 2.299 0.444
H -0.163 2.710 -0.723
H 0.889 -2.887 -0.961
C -1.657 -0.733 1.146
H 1.041 -1.214 0.612
O 1.574 -1.039 -0.197
C -0.383 2.123 0.176
H 1.532 0.538 -1.468
*
```

Atomic partial charges in e from the natural (NBO) method, atoms 1 to 2: atom 1 (H): 0.17, atom 2 (O): -0.57